Entry from the OMol25 dataset: C28H26AuN3O8 as an isolated structure at a distorted geometry (ωB97M-V with the def2-TZVPD basis set).

```
66
C28H26AuN3O8, DFT ωB97M-V with the def2-TZVPD basis set
Au 0.1298 -0.3844 0.0309
O -4.5167 0.8912 0.4404
C -4.3567 2.0262 -0.2421
C -5.4906 2.6734 -0.7442
C -5.3669 3.8387 -1.4644
C -4.1158 4.4083 -1.6862
C -2.9912 3.7895 -1.1940
C -3.0895 2.5953 -0.4749
C -1.8774 1.9029 -0.0428
O -1.8945 0.8177 0.5905
N -0.7352 2.5314 -0.3623
N 0.3695 1.8569 -0.2675
C 1.5138 2.4376 -0.4908
C 2.7850 1.8552 -0.3136
C 3.9181 2.5983 -0.7010
C 5.1873 2.1106 -0.5545
C 5.3824 0.8336 -0.0047
C 4.3198 0.0970 0.4289
C 2.9793 0.5749 0.3260
O 2.0464 -0.1112 0.8478
H -3.6291 0.5414 0.6807
H -6.4528 2.2230 -0.5632
H -6.2473 4.3181 -1.8627
H -4.0278 5.3212 -2.2537
H -2.0071 4.2059 -1.3431
H 1.4843 3.4738 -0.8321
H 3.7612 3.5782 -1.1292
H 6.0389 2.6992 -0.8574
H 6.3839 0.4401 0.0798
H 4.4514 -0.8733 0.8816
O 0.8197 -2.6099 0.3624
C 0.5746 -3.3019 1.3334
C 0.7832 -4.7991 1.2970
C -0.5712 -5.4485 1.6614
C -1.8108 -4.6083 1.2868
C -2.2615 -3.5891 2.3462
C -1.3478 -2.3585 2.4030
N 0.0233 -2.8398 2.4972
H 1.5649 -5.1103 1.9927
H 1.0906 -5.0723 0.2874
H -0.6066 -5.6709 2.7312
H -0.6320 -6.4053 1.1413
H -2.6429 -5.2962 1.1265
H -1.6420 -4.0842 0.3450
H -2.2814 -4.0672 3.3322
H -3.2752 -3.2654 2.1108
H -1.5736 -1.7278 3.2653
H -1.4433 -1.7620 1.4946
H 0.0918 -3.5211 3.2473
O -3.3486 -2.2060 -1.4260
C -2.4678 -1.3621 -1.5201
O -1.3384 -1.5238 -0.9398
C -2.7110 -0.1398 -2.3666
C -4.0216 0.1028 -2.7627
C -4.3561 1.1883 -3.5616
C -3.3278 2.0187 -3.9399
O -3.3751 3.1478 -4.7093
C -2.0505 3.6242 -4.7808
O -1.2000 2.7602 -4.0621
C -2.0076 1.7764 -3.5510
C -1.6683 0.6981 -2.7733
H -4.7819 -0.5876 -2.4310
H -5.3706 1.3798 -3.8693
H -2.0016 4.6360 -4.3470
H -1.7279 3.6644 -5.8333
H -0.6434 0.4983 -2.4973
```

Expectation value of S²: 2.046
Max |F| in Eh/bohr: 0.04808
Multiplicity: 3
ΔE to the lowest compared entry with this formula, charge and spin in kJ/mol: 0.0